(1)
Below is a cluster of 2 separate species, C6H12N3 in total at a distorted geometry, with properties calculated with ωB97M-V/def2-TZVPD.

## Properties
frontier orbital gap (spin up / spin down) = 8.39 / 8.39 eV
E_tot = -10875.52222 eV
relative energy (zero: lowest compared OMol25 entry of this formula, charge and spin) = 133.6 kcal/mol

```
! wB97M-V def2-TZVPD RIJCOSX def2/J DEFGRID3
* xyz 1 1
C 2.2357 -1.0155 0.2896
H -0.7045 1.0194 -2.0867
C 0.0466 0.6212 -0.0751
N 1.1696 -1.6702 -0.0339
N 2.4721 0.2253 -0.1853
C -0.9701 1.3184 -1.0148
H -2.0115 0.9695 -0.8074
H 0.2495 2.0375 1.4375
H -1.7395 -1.1291 1.0692
H -0.1501 -1.0958 -1.3145
H -1.3660 0.9049 1.4183
H -0.8693 2.4356 -0.9205
N 0.0639 -0.8695 -0.3783
C 1.5230 0.9886 -0.4541
H 1.7397 1.8396 -1.1502
H 0.3847 0.3314 1.9621
H -1.0197 -2.7013 0.5970
C -1.6824 -1.8582 0.3606
H -2.3430 -1.7618 -0.5506
C -0.2725 1.0178 1.3294
H 3.2439 -1.6080 0.5079
*
```

Mulliken population analysis, charges in e, atoms 1 to 6: atom 1 (C): -0.0989, atom 2 (H): 0.4310, atom 3 (C): 0.8607, atom 4 (N): -0.7145, atom 5 (N): -0.3616, atom 6 (C): -1.5991

---

(2)
Below is a cluster of 2 separate species, CH7N3O in total at a distorted geometry, with properties calculated with ωB97M-V/def2-TZVPD.

## Properties
frontier orbital gap = 9.23 eV
E_tot = -7665.20063 eV
relative energy (zero: lowest compared OMol25 entry of this formula, charge and spin) = 99.7 kcal/mol
SMILES string = NCN=O.N

```
! wB97M-V def2-TZVPD RIJCOSX def2/J DEFGRID3
* xyz 0 1
O -2.6549 -0.1172 1.4713
H 2.6826 -0.1578 -1.3115
H 0.2709 -0.3519 1.0401
H -0.0348 1.4447 1.0837
H -1.3337 -0.4042 -1.0181
H -1.3654 1.0939 -1.1678
N 2.1454 -0.6601 -0.6425
N -0.8758 0.4213 -0.5928
N -1.5119 0.1227 1.8382
H 1.2501 -0.1850 -0.6976
C -0.5578 0.4648 0.8526
H 1.9851 -1.6712 -0.8557
*
```

Mulliken population analysis, charges in e, atoms 1 to 6: atom 1 (O): -0.3032, atom 2 (H): 0.2252, atom 3 (H): 0.2223, atom 4 (H): 0.3491, atom 5 (H): 0.2049, atom 6 (H): 0.2079

---

(3)
Below is an isolated molecule of C4H4O at a distorted geometry, with properties calculated with ωB97M-V/def2-TZVPD.

## Properties
frontier orbital gap = 10.48 eV
E_tot = -6257.61128 eV
relative energy (zero: lowest compared OMol25 entry of this formula, charge and spin) = 40.8 kcal/mol
SMILES string = C#CC(C)=O

```
! wB97M-V def2-TZVPD RIJCOSX def2/J DEFGRID3
* xyz 0 1
H -1.6462 1.2490 -0.2056
H -0.2536 1.8605 -1.3238
C 0.3826 -1.0317 0.4311
C -0.5289 1.2639 -0.3307
O -0.0959 -0.5759 -1.8009
C -0.0761 -0.1588 -0.6437
C 0.8753 -1.7828 1.2242
H -0.0476 1.5630 0.6977
H 1.3903 -2.3872 1.9517
*
```

Mulliken population analysis, charges in e, atoms 1 to 6: atom 1 (H): 0.2419, atom 2 (H): 0.2750, atom 3 (C): -0.3976, atom 4 (C): -0.8179, atom 5 (O): -0.4980, atom 6 (C): 0.2913

---

(4)
Below is a structure of composition C14H10AgO9S at a distorted geometry, with properties calculated with ωB97M-V/def2-TZVPD.

## Properties
frontier orbital gap = 1.93 eV
E_tot = -47932.29091 eV
relative energy (zero: lowest compared OMol25 entry of this formula, charge and spin) = 162.9 kcal/mol

```
! wB97M-V def2-TZVPD RIJCOSX def2/J DEFGRID3
* xyz -3 1
H -21.4018 -10.3659 -4.5018
C -16.0027 -8.2271 -11.3489
C -17.5912 2.3123 -8.3276
O -13.2353 -11.1544 -11.6901
C -14.0032 -9.4816 -10.3187
O -16.8946 -7.2820 -11.3647
C -19.8284 0.9912 -8.3021
O -20.2261 4.0027 -10.4621
H -21.5551 -7.4771 -0.7482
C -15.0086 -8.5881 -10.2058
H -20.8465 -10.6374 -2.8537
H -20.5500 -8.9066 -0.9999
O -17.6891 4.3150 -9.6079
H -16.4638 -8.5278 -13.4582
H -13.4638 -9.9115 -9.4876
C -18.2821 3.3128 -9.2173
C -19.7628 3.1082 -9.6809
C -13.9973 -10.1976 -11.5886
H -22.6047 -10.5722 -3.2408
H -22.3085 -9.1247 -0.6189
C -15.9126 -8.7975 -12.5695
C -21.6194 -10.1579 -3.4543
O -20.4982 0.0031 -7.8091
Ag -18.4883 -4.6581 -7.0023
C -21.5575 -8.5054 -1.1095
H -16.5551 2.5100 -8.0957
O -14.9638 -10.6601 -13.7486
C -18.3474 1.2456 -7.8875
C -20.4623 1.9244 -9.1105
H -21.4868 1.7668 -9.4136
C -15.0104 -9.8761 -12.7613
O -20.8111 -7.5554 -3.4836
S -21.9426 -8.3569 -2.9500
O -15.1357 -8.0103 -9.0709
O -17.6503 0.4590 -7.1203
*
```

Mulliken population analysis, charges in e, atoms 1 to 6: atom 1 (H): 0.3420, atom 2 (C): 0.3710, atom 3 (C): -0.6193, atom 4 (O): -0.7037, atom 5 (C): -0.8378, atom 6 (O): -0.7816

---

What is the formula in the third record?
C4H4O

---

Which formula does entry 1 have?
C6H12N3

---

Repeat the second record exactly.
Below is a cluster of 2 separate species, CH7N3O in total at a distorted geometry, with properties calculated with ωB97M-V/def2-TZVPD.

## Properties
frontier orbital gap = 9.23 eV
E_tot = -7665.20063 eV
relative energy (zero: lowest compared OMol25 entry of this formula, charge and spin) = 99.7 kcal/mol
SMILES string = NCN=O.N

```
! wB97M-V def2-TZVPD RIJCOSX def2/J DEFGRID3
* xyz 0 1
O -2.6549 -0.1172 1.4713
H 2.6826 -0.1578 -1.3115
H 0.2709 -0.3519 1.0401
H -0.0348 1.4447 1.0837
H -1.3337 -0.4042 -1.0181
H -1.3654 1.0939 -1.1678
N 2.1454 -0.6601 -0.6425
N -0.8758 0.4213 -0.5928
N -1.5119 0.1227 1.8382
H 1.2501 -0.1850 -0.6976
C -0.5578 0.4648 0.8526
H 1.9851 -1.6712 -0.8557
*
```

Mulliken population analysis, charges in e, atoms 1 to 6: atom 1 (O): -0.3032, atom 2 (H): 0.2252, atom 3 (H): 0.2223, atom 4 (H): 0.3491, atom 5 (H): 0.2049, atom 6 (H): 0.2079